Record 1
This record from the Open Molecules 2025 dataset describes the ion C4H2O2P with charge -1 in a non-equilibrium geometry. The level of theory is wB97M-V/def2-TZVPD.

Each line ends with the natural charge from an NBO analysis.
Geometry (Å):
C (2.213, 0.087, -0.404)  -0.30
C (-1.822, -0.964, -1.048)  -0.33
C (1.134, 0.357, 0.025)  -0.37
C (-1.378, -0.307, -0.151)  -0.34
O (-0.143, -0.114, 2.383)  -1.12
O (-0.786, 2.064, 1.206)  -1.12
P (-0.323, 0.658, 1.119)  2.15
H (2.974, -0.138, -1.260)  0.23
H (-1.869, -1.643, -1.869)  0.21

Values from the calculation:
Orbital gap   9.3 eV
Total charge   -1
SMILES   C#CP(=O)([O-])C#C
Max |F|   5.22 eV Å⁻¹
E_LUMO   3.976 eV

---

Record 2
This record from the Open Molecules 2025 dataset describes a cluster of 3 separate species, C5H11NO in total in a non-equilibrium geometry. The level of theory is wB97M-V/def2-TZVPD.

Each line ends with the natural charge from an NBO analysis.
Geometry (Å):
C (3.238, 1.227, 1.081)  0.43
N (2.568, 1.380, -0.057)  -0.82
C (-1.911, 0.502, 0.514)  -0.07
C (-1.232, -0.469, -0.193)  -0.36
C (-1.791, -1.462, -0.948)  0.15
C (-1.112, -2.134, -2.076)  -0.70
O (3.326, 1.983, 2.064)  -0.68
H (3.806, 0.273, 1.103)  0.07
H (2.253, 2.358, -0.001)  0.31
H (-1.462, 1.088, 1.297)  0.24
H (0.809, 1.608, 2.282)  0.05
H (-2.977, 0.561, 0.310)  0.19
H (-0.131, -0.421, -0.193)  0.27
H (0.239, 1.943, 2.621)  -0.05
H (-2.828, -1.676, -0.678)  0.20
H (-0.742, -3.118, -1.780)  0.27
H (-0.337, -1.413, -2.362)  0.25
H (-1.715, -2.229, -2.984)  0.26

Values from the calculation:
Orbital gap   2.8 eV
Total charge   0
Max |F|   1.98 eV Å⁻¹
E_LUMO   -3.972 eV

---

Record 3
This record from the Open Molecules 2025 dataset describes the molecule C19H25ClN4OS. The level of theory is wB97M-V/def2-TZVPD.

Each line ends with the natural charge from an NBO analysis.
Geometry (Å):
C (-3.365, -2.359, -1.352)  -0.25
H (-2.641, -3.025, -1.819)  0.20
O (-2.683, -1.145, -1.142)  -0.52
C (-3.361, -0.114, -0.540)  0.28
C (-4.698, -0.161, -0.193)  -0.27
C (-5.288, 0.948, 0.401)  -0.05
C (-4.563, 2.096, 0.648)  -0.24
C (-3.223, 2.142, 0.302)  -0.22
C (-2.601, 1.050, -0.284)  0.11
N (-1.265, 0.980, -0.664)  -0.61
C (-0.188, 1.755, -0.371)  0.32
N (1.027, 1.196, -0.612)  -0.44
C (2.224, 2.009, -0.571)  -0.23
H (1.918, 3.056, -0.619)  0.26
H (2.831, 1.777, -1.451)  0.19
C (3.042, 1.792, 0.708)  -0.23
N (3.743, 0.513, 0.690)  -0.46
C (3.919, -0.044, 2.017)  -0.41
H (4.399, -1.017, 1.929)  0.20
H (2.944, -0.184, 2.482)  0.20
H (4.536, 0.593, 2.667)  0.17
C (5.013, 0.607, -0.003)  -0.41
H (4.860, 1.008, -1.003)  0.20
H (5.732, 1.254, 0.523)  0.17
H (5.444, -0.389, -0.093)  0.20
H (2.354, 1.811, 1.555)  0.21
H (3.741, 2.633, 0.830)  0.18
C (1.252, -0.222, -0.882)  -0.11
C (0.470, -1.133, 0.039)  0.02
C (0.091, -2.416, -0.344)  -0.27
C (-0.600, -3.209, 0.557)  0.04
N (-0.931, -2.820, 1.774)  -0.42
C (-0.558, -1.608, 2.150)  0.04
C (0.146, -0.739, 1.335)  -0.26
H (0.418, 0.239, 1.701)  0.23
H (-0.840, -1.321, 3.154)  0.20
H (-0.910, -4.211, 0.287)  0.19
H (0.320, -2.799, -1.325)  0.22
C (1.077, -0.533, -2.376)  -0.62
H (0.031, -0.635, -2.660)  0.21
H (1.600, -1.448, -2.638)  0.22
H (1.507, 0.278, -2.961)  0.22
H (2.308, -0.377, -0.617)  0.29
S (-0.305, 3.302, 0.218)  -0.26
H (-1.063, 0.078, -1.076)  0.43
H (-2.655, 3.035, 0.496)  0.26
H (-5.033, 2.951, 1.105)  0.23
Cl (-6.962, 0.869, 0.824)  0.00
H (-5.294, -1.040, -0.370)  0.23
H (-3.699, -2.795, -0.405)  0.19
H (-4.220, -2.226, -2.021)  0.18

Values from the calculation:
Orbital gap   8.5 eV
Total charge   0
SMILES   COc1cc(Cl)ccc1NC(=S)N(CCN(C)C)[C@H](C)c1ccncc1
Max |F|   0.94 eV Å⁻¹
E_LUMO   0.528 eV

---

Record 4
This record from the Open Molecules 2025 dataset describes a structure of composition C48H31N13STi. The level of theory is wB97M-V/def2-TZVPD.

Each line ends with the Mulliken charge.
Geometry (Å):
Ti (0.495, 0.009, -0.400)  -1.08
C (1.253, 6.631, -0.233)  -0.68
C (2.578, 6.311, 0.121)  -0.69
C (2.999, 5.000, 0.179)  -0.47
C (2.062, 4.009, -0.113)  0.45
C (2.177, 2.575, -0.203)  -0.45
N (0.988, 2.022, -0.537)  0.88
C (0.080, 3.079, -0.735)  -0.60
N (-1.166, 2.995, -1.090)  -0.41
C (-1.775, 1.856, -1.348)  -0.68
C (-3.133, 1.756, -1.771)  0.38
C (-4.139, 2.714, -1.965)  -0.11
C (-5.380, 2.270, -2.353)  -0.78
C (-5.644, 0.897, -2.568)  -0.72
C (-4.659, -0.046, -2.406)  -0.45
C (-3.395, 0.399, -1.994)  0.42
C (-2.168, -0.292, -1.784)  -0.80
N (-1.964, -1.539, -2.245)  -0.10
C (-0.767, -2.011, -2.328)  -0.57
N (0.407, -1.477, -1.820)  0.75
C (1.461, -2.243, -2.345)  -0.27
N (2.689, -2.234, -2.019)  -0.56
C (3.076, -1.530, -0.853)  1.52
N (2.473, -0.204, -0.618)  0.83
C (3.464, 0.683, -0.357)  -0.48
N (3.359, 1.953, -0.061)  -0.53
C (4.769, 0.029, -0.447)  0.20
C (6.048, 0.544, -0.290)  -0.54
C (7.111, -0.317, -0.506)  -0.62
C (6.892, -1.647, -0.875)  -0.74
C (5.609, -2.150, -1.034)  -0.74
C (4.555, -1.285, -0.801)  -0.02
C (0.912, -3.247, -3.273)  0.01
C (1.530, -4.214, -4.043)  -0.24
C (0.711, -5.102, -4.726)  -0.61
C (-0.681, -5.026, -4.624)  -0.66
C (-1.291, -4.053, -3.846)  -0.38
C (-0.463, -3.169, -3.175)  0.38
N (-1.211, 0.577, -1.318)  0.85
C (0.751, 4.324, -0.467)  0.49
C (0.329, 5.652, -0.532)  -0.33
H (0.959, 7.672, -0.277)  0.40
H (3.273, 7.110, 0.342)  0.42
H (4.016, 4.738, 0.440)  0.55
H (-3.935, 3.766, -1.811)  0.54
H (-6.179, 2.986, -2.501)  0.42
H (-6.637, 0.593, -2.872)  0.43
H (-4.839, -1.098, -2.581)  0.55
H (6.194, 1.583, -0.027)  0.60
H (8.126, 0.044, -0.400)  0.41
H (7.742, -2.296, -1.045)  0.40
H (5.429, -3.176, -1.324)  0.50
H (2.609, -4.268, -4.102)  0.54
H (1.155, -5.870, -5.345)  0.41
H (-1.290, -5.740, -5.163)  0.42
H (-2.366, -3.979, -3.752)  0.57
H (-0.687, 5.896, -0.811)  0.57
C (1.957, -0.807, 2.624)  -1.70
N (1.719, 0.549, 2.149)  0.44
C (1.064, 1.397, 3.132)  -1.45
C (-0.431, 1.349, 3.056)  0.63
N (-1.169, 1.578, 2.010)  0.09
C (-2.478, 1.572, 2.490)  -0.13
C (-3.675, 1.878, 1.847)  -0.16
C (-4.840, 1.836, 2.586)  -0.79
C (-4.834, 1.511, 3.951)  -0.45
C (-3.655, 1.245, 4.617)  -1.11
C (-2.488, 1.295, 3.863)  0.61
N (-1.158, 1.165, 4.200)  -0.15
C (1.315, -1.856, 1.693)  0.73
N (0.168, -1.306, 1.013)  1.20
C (-0.880, -2.238, 1.176)  0.13
C (-2.210, -2.151, 0.822)  -0.02
C (-3.041, -3.241, 1.081)  -0.95
C (-2.555, -4.372, 1.717)  -0.75
C (-1.238, -4.416, 2.180)  -0.84
C (-0.435, -3.326, 1.930)  0.34
N (0.837, -3.015, 2.418)  -0.38
H (3.018, -1.015, 2.756)  0.17
H (1.459, -0.938, 3.588)  0.49
H (2.562, 0.994, 1.815)  0.34
H (1.340, 1.095, 4.150)  0.48
H (1.393, 2.431, 3.007)  0.35
H (-3.676, 2.163, 0.810)  0.36
H (-5.781, 2.069, 2.104)  0.46
H (-5.770, 1.486, 4.494)  0.38
H (-3.641, 1.014, 5.674)  0.40
H (-0.792, 0.937, 5.107)  0.26
H (-2.614, -1.253, 0.375)  0.21
H (-4.080, -3.194, 0.784)  0.48
H (-3.207, -5.219, 1.886)  0.39
H (-0.867, -5.266, 2.739)  0.44
H (1.499, -3.756, 2.593)  0.39
S (2.674, -2.654, 0.597)  -0.52

Values from the calculation:
Orbital gap (alpha / beta)   4.9 / 4.9 eV
Total charge   0
Max |F|   0.54 eV Å⁻¹
E_LUMO (alpha / beta)   -1.245 / -1.263 eV

---

Record 5
This record from the Open Molecules 2025 dataset describes a cluster of 4 separate species, C9H24BClN3O4PS in total. The level of theory is wB97M-V/def2-TZVPD.

Each line ends with the natural charge from an NBO analysis.
Geometry (Å):
O (5.992, -1.382, 7.589)  -0.97
P (6.102, -2.907, 6.965)  0.89
Cl (6.260, -2.514, 4.917)  -0.35
B (4.195, -3.395, 6.902)  -0.14
S (2.935, -2.369, 6.252)  -0.04
H (5.085, -1.071, 7.709)  0.49
H (3.859, -4.438, 7.362)  -0.02
H (3.686, -1.316, 5.879)  0.14
C (0.531, 0.646, 4.225)  0.53
O (0.940, 0.355, 5.335)  -0.64
N (1.230, 0.474, 3.089)  -0.43
C (0.706, 0.832, 1.786)  -0.41
C (2.562, -0.091, 3.192)  -0.42
H (-0.466, 1.086, 4.058)  0.11
H (0.667, -0.034, 1.125)  0.23
H (1.335, 1.594, 1.317)  0.19
H (-0.299, 1.234, 1.900)  0.21
H (2.517, -1.084, 3.637)  0.21
H (3.192, 0.539, 3.823)  0.21
H (3.003, -0.163, 2.201)  0.21
C (0.982, 0.847, -1.841)  0.53
O (0.760, -0.263, -1.394)  -0.64
N (0.032, 1.718, -2.225)  -0.43
C (0.355, 3.026, -2.751)  -0.40
C (-1.365, 1.324, -2.108)  -0.41
H (2.006, 1.238, -1.967)  0.10
H (-0.075, 3.814, -2.131)  0.20
H (-0.026, 3.142, -3.768)  0.20
H (1.436, 3.151, -2.771)  0.21
H (-1.617, 1.108, -1.069)  0.21
H (-1.560, 0.426, -2.690)  0.21
H (-2.001, 2.123, -2.476)  0.22
C (-4.979, 0.439, -4.296)  0.53
O (-4.318, 1.100, -3.519)  -0.63
N (-4.483, -0.529, -5.091)  -0.43
C (-5.320, -1.278, -6.003)  -0.40
C (-3.064, -0.828, -5.018)  -0.42
H (-6.066, 0.582, -4.417)  0.11
H (-5.302, -2.344, -5.766)  0.20
H (-4.988, -1.146, -7.035)  0.20
H (-6.346, -0.925, -5.923)  0.21
H (-2.788, -1.150, -4.013)  0.21
H (-2.471, 0.053, -5.265)  0.21
H (-2.835, -1.624, -5.722)  0.21

Values from the calculation:
Orbital gap   8.8 eV
Total charge   0
SMILES   CN(C)C=O.CN(C)C=O.CN(C)C=O.OP(Cl)BS
Max |F|   0.36 eV Å⁻¹
E_LUMO   -0.195 eV

---

Record 6
This record from the Open Molecules 2025 dataset describes a structure of composition C36H48O3S3 in a non-equilibrium geometry. The level of theory is wB97M-V/def2-TZVPD.

Each line ends with the Mulliken charge.
Geometry (Å):
C (-2.822, 1.773, 1.640)  -0.43
S (-2.386, 1.138, 3.218)  0.58
O (-3.042, 2.112, 4.248)  -0.78
C (-3.300, -0.436, 3.172)  -1.02
H (-2.415, 1.193, 0.957)  -1.67
H (-2.287, 2.694, 1.444)  0.62
H (-3.906, 1.833, 1.458)  0.47
H (-3.285, -0.843, 4.141)  0.51
H (-2.743, -1.089, 2.616)  -0.12
H (-4.215, -0.249, 2.780)  0.60
C (2.575, 1.046, 3.810)  -1.06
S (3.943, 2.115, 3.917)  0.24
O (5.131, 1.147, 3.824)  -0.66
C (3.757, 2.821, 2.284)  -1.26
H (1.646, 1.576, 3.679)  0.62
H (2.487, 0.313, 4.594)  0.42
H (2.502, 0.438, 2.934)  0.41
H (3.758, 2.146, 1.355)  -0.35
H (4.513, 3.404, 2.026)  0.89
H (2.931, 3.511, 2.084)  0.54
C (-0.341, -0.277, 0.589)  0.15
S (0.558, 0.880, 1.574)  1.40
O (-0.382, 2.157, 1.397)  -0.69
C (0.286, 0.183, 3.061)  -2.22
H (-0.059, -1.346, 0.866)  0.29
H (0.018, -0.182, -0.391)  -0.34
H (-1.397, -0.237, 0.914)  -0.46
H (0.411, 0.896, 3.775)  0.79
H (0.934, -0.595, 3.393)  0.81
H (-0.826, -0.172, 3.266)  -0.02
C (4.298, 1.843, -0.174)  0.44
C (2.983, 2.322, -0.601)  0.12
C (2.309, 1.586, -1.620)  0.24
C (2.662, 0.274, -1.917)  -0.21
C (3.843, -0.263, -1.540)  -0.41
C (4.781, 0.499, -0.586)  -1.00
H (4.724, 2.581, 0.615)  0.27
H (2.582, 3.421, -0.361)  0.02
H (1.405, 1.930, -2.240)  -0.07
H (1.950, -0.319, -2.522)  0.36
H (4.236, -1.199, -1.925)  0.45
H (5.942, 0.150, -0.576)  0.25
C (2.898, -3.676, -2.823)  -0.80
C (1.919, -3.455, -1.598)  -0.13
C (0.568, -2.906, -1.870)  0.25
C (0.205, -2.442, -3.133)  -0.30
C (1.022, -2.736, -4.235)  -0.54
C (2.437, -3.316, -4.103)  -0.31
H (3.727, -4.282, -2.760)  0.57
H (2.246, -3.754, -0.466)  0.18
H (-0.105, -2.712, -1.035)  0.24
H (-0.924, -2.119, -3.111)  0.21
H (0.662, -2.417, -5.182)  0.40
H (3.125, -3.573, -5.040)  0.25
C (-3.382, 0.489, -3.163)  -0.79
C (-2.354, 0.871, -2.049)  1.11
C (-2.925, 1.345, -0.800)  0.82
C (-4.339, 1.438, -0.747)  -1.10
C (-5.222, 1.154, -1.850)  -0.65
C (-4.729, 0.733, -3.144)  -0.84
H (-3.049, 0.233, -4.182)  0.32
H (-1.360, 0.683, -2.122)  -0.19
H (-2.289, 1.731, 0.008)  1.76
H (-4.718, 1.464, 0.230)  0.33
H (-6.379, 1.352, -1.726)  0.24
H (-5.218, 0.274, -3.969)  0.41
C (-0.314, 2.676, -3.923)  -0.76
C (0.550, 3.765, -3.255)  -1.11
C (0.865, 3.740, -1.814)  0.04
C (0.154, 2.759, -1.076)  -2.74
C (-0.813, 1.862, -1.597)  3.95
C (-0.992, 1.805, -3.102)  -1.24
H (-0.469, 2.630, -4.900)  0.76
H (0.852, 4.450, -4.054)  0.32
H (1.266, 4.644, -1.235)  0.37
H (0.128, 2.813, -0.080)  1.39
H (-1.241, 1.299, -0.720)  -1.26
H (-1.805, 1.262, -3.575)  0.07
C (-1.901, -3.498, 3.348)  -0.41
C (-0.413, -3.626, 3.389)  -0.07
C (0.239, -4.216, 2.384)  -0.36
C (-0.418, -4.699, 1.219)  -0.56
C (-1.840, -4.691, 1.028)  -0.82
C (-2.570, -3.969, 2.137)  -0.07
H (-2.543, -2.746, 3.931)  0.39
H (0.061, -3.008, 4.312)  0.26
H (1.371, -4.405, 2.423)  0.28
H (0.293, -5.128, 0.722)  0.76
H (-2.284, -5.033, 0.078)  0.39
H (-3.745, -3.863, 2.091)  0.28

Values from the calculation:
Orbital gap   7.9 eV
Total charge   0
Max |F|   13.97 eV Å⁻¹
E_LUMO   0.129 eV